Entry 1:
Formula: C13H16N4O7
Source: OMol25
Level of theory: ωB97M-V/def2-TZVPD

Results
Kohn-Sham gap (eV): 5.9
Strongest force on any atom (eV Å⁻¹): 3.5
Molecular weight (g mol⁻¹): 340.3
Highest occupied orbital energy (eV): -7.5252

Each line ends with the Mulliken charge.
Geometry (Å):
C (3.15956, 1.05147, 1.75098)  -1.2596
C (1.96358, 0.30948, 1.23347)  -0.2409
O (1.08931, 0.12986, 2.41928)  -0.0431
C (-0.06739, -0.45554, 2.23122)  -0.2026
C (-0.18450, -1.94193, 2.42142)  1.1833
C (-1.52072, -2.32629, 1.79764)  -1.6936
O (-1.05765, 0.24648, 1.79219)  -0.3263
C (-0.88740, 1.79219, 1.86051)  -0.0130
C (-2.15251, 2.21318, 1.14427)  -1.2647
H (3.84388, 1.16462, 0.90686)  0.4429
H (2.89156, 2.04693, 2.11691)  0.2984
H (3.64143, 0.48565, 2.55396)  0.3176
H (1.46144, 0.90836, 0.45638)  0.3488
H (2.19858, -0.70035, 0.86283)  0.3202
H (0.66570, -2.39197, 1.84338)  0.3232
H (-1.70761, -3.40038, 1.80253)  0.4490
H (-2.34633, -1.82645, 2.34199)  0.3713
H (-1.54671, -2.00589, 0.74692)  0.3830
H (-0.87303, 2.07258, 2.92888)  0.2893
H (0.00781, 2.13280, 1.31346)  0.2313
H (-2.28593, 3.29260, 1.15897)  0.4357
H (-2.12192, 1.89030, 0.09509)  0.3095
H (-3.01557, 1.73591, 1.63609)  0.3382
O (3.82277, -1.22657, 7.49482)  -0.5926
N (3.55765, -2.23812, 6.84259)  0.9259
O (4.37066, -3.18875, 6.73466)  -0.6322
C (2.30206, -2.39658, 6.07289)  -0.7219
C (2.18281, -3.47570, 5.17851)  -0.1021
C (1.12941, -3.55332, 4.24464)  -0.7917
N (0.92319, -4.78073, 3.55870)  0.9630
O (1.58965, -5.79225, 3.85616)  -0.7014
O (0.05651, -4.81056, 2.65702)  -0.6398
C (0.04678, -2.47604, 3.87760)  0.9021
C (0.34993, -1.39012, 4.84441)  -0.2572
N (-0.26487, -0.20512, 4.81264)  -0.2241
O (0.27597, 0.53933, 5.80831)  -0.1906
N (1.31855, -0.12364, 6.50201)  -0.5662
C (1.37752, -1.32940, 5.86132)  0.7797
H (2.93464, -4.26962, 5.21055)  0.5591
H (-0.97435, -2.93966, 3.98751)  0.2917

Entry 2:
Formula: C28H77CrCsN7O15S2
Source: OMol25
Level of theory: ωB97M-V/def2-TZVPD

Results
Relative energy (zero: lowest compared OMol25 entry of this formula, charge and spin) (kcal per mole): 0.0
Kohn-Sham gap (alpha / beta) (eV): 6.4 / 6.4
2S+1: 5
Total charge: -1
Strongest force on any atom (eV Å⁻¹): 4.7
Molecular weight (g mol⁻¹): 1001.0
Highest occupied orbital energy (alpha / beta) (eV): -4.7357 / -4.7506

Each line ends with the Mulliken spin population.
Geometry (Å):
Cr (1.59815, 2.53782, -1.59207)  3.9395
Cs (-2.93454, 3.05754, -1.13455)  -0.0015
S (0.04893, 5.39525, -1.19673)  -0.0178
O (-0.69332, 5.74798, 0.00518)  -0.0005
O (0.62704, 6.63953, -1.70426)  -0.0038
O (1.08473, 4.34876, -1.03819)  -0.0669
O (-0.91917, 4.83781, -2.11524)  0.0055
S (-0.16892, 1.13083, -0.04825)  0.1163
O (-1.19966, 1.55065, 0.87010)  -0.0024
O (1.15545, 1.70938, 0.28559)  -0.0358
O (-0.07095, -0.32267, -0.13599)  0.0051
O (-0.33115, 1.71236, -1.40513)  -0.0068
C (-2.95828, -1.22681, 2.32765)  -0.0002
C (-1.70593, -1.22215, 3.24780)  0.0004
C (-1.95788, -2.12564, 4.52137)  0.0000
O (-2.27672, -1.16284, 5.58696)  0.0000
C (-3.67774, -0.86062, 5.66406)  0.0000
N (-0.59763, -1.74309, 2.47101)  0.0000
H (-3.88472, -0.88989, 2.79272)  0.0000
H (-3.07669, -2.26060, 2.00306)  0.0000
H (-2.88481, -0.81197, 1.32235)  -0.0006
H (-1.49808, -0.18166, 3.49735)  -0.0001
H (-1.11150, -2.61092, 5.00741)  0.0000
H (-2.65499, -2.94580, 4.34970)  0.0000
H (-4.32942, -1.73293, 5.71390)  0.0000
H (-4.07228, -0.26503, 4.84083)  0.0000
H (-3.95142, -0.35433, 6.58973)  0.0000
H (0.27301, -1.51673, 2.93019)  -0.0002
H (-0.65992, -1.17028, 1.64149)  -0.0005
C (-1.35102, 2.35136, 5.49469)  -0.0001
C (-2.39195, 2.75463, 4.44766)  0.0004
C (-3.31255, 3.76046, 4.97039)  -0.0001
O (-4.48448, 3.77247, 4.16195)  0.0000
C (-5.40959, 4.72851, 4.59127)  0.0000
N (-1.85843, 3.02832, 3.13029)  -0.0006
H (-0.88340, 3.19229, 6.00681)  0.0000
H (-0.57386, 1.76171, 5.00844)  0.0000
H (-1.73632, 1.69674, 6.27643)  0.0000
H (-3.20300, 2.02830, 4.39534)  0.0002
H (-2.82186, 4.73362, 4.98710)  0.0000
H (-3.65897, 3.45220, 5.95683)  0.0000
H (-6.30633, 4.65235, 3.97632)  0.0000
H (-4.96815, 5.72003, 4.69185)  0.0000
H (-5.87196, 4.39976, 5.52199)  0.0000
H (-2.50632, 3.58732, 2.59378)  -0.0002
H (-1.44227, 2.30015, 2.56755)  0.0000
C (1.96727, 0.26807, 3.94378)  0.0014
C (3.29274, 0.51371, 3.15575)  -0.0005
C (3.75935, -0.69718, 2.29275)  -0.0023
O (4.36352, -1.57189, 3.24376)  0.0000
C (4.89370, -2.72200, 2.62516)  0.0000
N (3.09286, 1.71696, 2.41002)  -0.0010
H (1.14389, -0.07980, 3.31997)  -0.0016
H (1.80262, 1.18333, 4.51236)  -0.0001
H (2.08061, -0.50789, 4.70085)  0.0001
H (4.03072, 0.75909, 3.91948)  0.0000
H (4.36555, -0.35714, 1.45310)  0.0002
H (2.87276, -1.17968, 1.88135)  0.0006
H (4.02616, -3.37758, 2.54983)  0.0000
H (5.65606, -3.17708, 3.25745)  0.0000
H (5.31358, -2.53510, 1.63679)  0.0000
H (2.40680, 1.49764, 1.70198)  0.0401
H (3.78883, 1.85777, 1.69176)  -0.0017
C (2.87162, -1.68055, -1.60781)  0.0014
C (3.14223, -0.19229, -2.13017)  0.0390
C (4.39402, 0.06381, -3.13993)  0.0212
O (4.26914, -0.89046, -4.15822)  -0.0027
C (5.25672, -0.80328, -5.20943)  0.0014
N (1.88988, 0.45640, -2.36645)  -0.1497
H (2.61341, -2.34813, -2.42987)  0.0005
H (2.07790, -1.73106, -0.86245)  0.0003
H (3.83212, -1.97734, -1.18655)  0.0000
H (3.54415, 0.36600, -1.28467)  0.0368
H (5.32650, -0.18390, -2.63276)  0.0130
H (4.34344, 1.08990, -3.50420)  0.0002
H (5.23008, 0.15014, -5.73707)  -0.0002
H (4.94138, -1.55457, -5.93347)  0.0000
H (6.26648, -1.02855, -4.86631)  -0.0001
H (1.62343, -0.16779, -3.11444)  0.0131
H (1.22780, 0.08939, -1.69783)  0.0322
C (2.05976, 4.27116, -4.60822)  0.0936
C (1.05263, 3.17174, -4.83815)  0.0065
C (1.60170, 1.91400, -5.54099)  -0.0148
O (1.91188, 2.28952, -6.85754)  -0.0006
C (2.43815, 1.31645, -7.72511)  0.0006
N (0.59903, 2.89481, -3.49682)  -0.1276
H (1.76026, 4.94488, -3.80541)  -0.0170
H (2.03106, 4.91443, -5.48769)  0.0030
H (3.08596, 4.00811, -4.35165)  0.0121
H (0.19242, 3.56387, -5.38071)  -0.0008
H (0.80021, 1.18159, -5.63736)  0.0041
H (2.43309, 1.51651, -4.95884)  0.0327
H (1.66081, 0.56876, -7.88262)  0.0001
H (3.35756, 0.82988, -7.39946)  -0.0002
H (2.68483, 1.69285, -8.71787)  0.0000
H (0.04515, 3.69845, -3.23703)  0.0103
H (-0.18283, 2.25810, -3.55526)  0.0206
C (-2.93495, -1.28180, -1.56691)  0.0037
C (-2.09242, -1.39541, -2.87214)  -0.0002
C (-2.12610, -0.07342, -3.72629)  -0.0012
O (-3.37018, 0.72238, -3.78486)  -0.0003
C (-3.34976, 1.57967, -4.90239)  -0.0006
N (-0.74463, -1.60694, -2.40637)  0.0013
H (-3.97336, -1.02544, -1.77688)  -0.0001
H (-2.64473, -0.48143, -0.88625)  -0.0037
H (-3.03993, -2.20363, -0.99481)  0.0000
H (-2.43904, -2.25218, -3.45000)  -0.0003
H (-1.90197, -0.44438, -4.72641)  -0.0004
H (-1.37292, 0.66452, -3.45010)  0.0079
H (-3.29819, 1.07347, -5.86634)  0.0000
H (-2.40699, 2.11533, -4.79122)  -0.0006
H (-4.11946, 2.35145, -4.90059)  0.0000
H (-0.69224, -2.51626, -1.96992)  0.0002
H (-0.43404, -1.01611, -1.64838)  0.0004
C (1.04256, -5.33207, 0.80977)  0.0000
C (-0.31785, -4.91095, 0.13490)  0.0000
C (-1.51128, -5.33443, 1.06266)  0.0000
O (-1.67690, -6.77123, 0.96061)  0.0000
C (-2.47594, -7.44956, 1.98995)  0.0000
N (-0.28067, -3.44998, -0.14051)  0.0003
H (1.41111, -4.71935, 1.63247)  0.0000
H (1.93564, -5.49009, 0.20517)  0.0000
H (0.89609, -6.35969, 1.14240)  0.0000
H (-0.45495, -5.27375, -0.88376)  0.0000
H (-2.34709, -4.70890, 0.74922)  0.0000
H (-1.28006, -4.95012, 2.05611)  0.0000
H (-2.71444, -8.39381, 1.50046)  0.0000
H (-3.30946, -6.80684, 2.27324)  0.0000
H (-1.79107, -7.55554, 2.83127)  0.0000
H (-0.51855, -2.88713, 0.66367)  0.0002
H (0.70303, -3.28406, -0.29834)  -0.0004

Entry 3:
Formula: C27H29N3O4
Source: OMol25
Level of theory: ωB97M-V/def2-TZVPD

Results
Relative energy (zero: lowest compared OMol25 entry of this formula, charge and spin) (kcal per mole): 100.4
Kohn-Sham gap (eV): 9.3
SMILES string: C#Cc1ccc([C@@H]2C=C(C(=O)NCc3nc4ccccc4[nH]3)O[C@H](OCC)[C@H]2CCCO)cc1
Strongest force on any atom (eV Å⁻¹): 0.9
Molecular weight (g mol⁻¹): 459.5
Highest occupied orbital energy (eV): -8.6390

Each line ends with the Mulliken charge.
Geometry (Å):
C (8.43165, 0.30102, -3.21031)  0.2001
C (7.28381, 0.12000, -2.90886)  -0.8084
C (5.93003, -0.09411, -2.55529)  0.3173
C (5.24481, 0.84698, -1.78629)  -1.1618
C (3.92597, 0.63203, -1.44363)  -0.1093
C (3.26107, -0.51801, -1.85647)  0.1278
C (3.94524, -1.44854, -2.62826)  -0.1652
C (5.26677, -1.24538, -2.97585)  -0.8988
H (5.79297, -1.97373, -3.57541)  0.4273
H (3.43774, -2.34137, -2.96681)  0.4705
C (1.82509, -0.74516, -1.45354)  0.8029
C (1.00317, 0.47430, -1.74428)  -1.2837
C (0.12433, 0.97430, -0.87591)  0.4471
O (-0.18578, 0.39294, 0.32165)  -0.4674
C (0.26456, -0.94610, 0.48083)  -0.7991
O (0.11903, -1.29795, 1.80815)  -0.2220
C (-1.19640, -1.61803, 2.23957)  -0.4441
C (-2.10462, -0.41323, 2.45836)  -0.8439
H (-2.41567, 0.03576, 1.51878)  0.1363
H (-2.99313, -0.72996, 2.99874)  0.4260
H (-1.58372, 0.33421, 3.05090)  0.2777
H (-1.65519, -2.31403, 1.52230)  0.3606
H (-1.03970, -2.14208, 3.18688)  0.3444
C (1.73268, -1.08831, 0.04740)  0.6531
C (2.28140, -2.49034, 0.33056)  -1.0015
C (2.82968, -2.63486, 1.74717)  -0.3775
C (3.27316, -4.06902, 2.03621)  -0.5878
O (3.83638, -4.21434, 3.31807)  -0.5255
H (3.20708, -3.87983, 3.96708)  0.3304
H (4.05699, -4.37387, 1.33827)  0.2866
H (2.41834, -4.75232, 1.91538)  0.3104
H (3.68630, -1.96983, 1.87578)  0.2409
H (2.05901, -2.34051, 2.46176)  0.3562
H (3.08587, -2.70237, -0.37706)  0.5287
H (1.49010, -3.22679, 0.16841)  0.3443
H (2.30712, -0.35154, 0.61640)  0.1914
H (-0.37026, -1.59223, -0.16309)  0.4771
C (-0.65755, 2.21002, -1.17416)  0.0180
O (-0.59249, 2.79058, -2.24153)  -0.7215
N (-1.41266, 2.62912, -0.13511)  -0.1186
H (-1.50850, 2.00756, 0.65597)  0.2936
C (-2.44263, 3.61981, -0.29708)  -1.0139
C (-3.77997, 3.01293, -0.02725)  0.3023
N (-3.95269, 1.87054, 0.56877)  -0.2558
C (-5.31180, 1.68049, 0.63211)  0.3305
C (-6.05165, 0.63081, 1.16231)  -0.4698
C (-7.42611, 0.71503, 1.08265)  -0.5460
C (-8.06264, 1.80876, 0.49343)  -0.3801
C (-7.34647, 2.86246, -0.03960)  -0.9530
C (-5.96667, 2.78381, 0.03718)  0.4063
N (-4.95586, 3.61978, -0.37307)  -0.0880
H (-5.05967, 4.49740, -0.85354)  0.2118
H (-7.83959, 3.70772, -0.49584)  0.3672
H (-9.14141, 1.82970, 0.45381)  0.3726
H (-8.03123, -0.08386, 1.48493)  0.3833
H (-5.55849, -0.21338, 1.61642)  0.4321
H (-2.27248, 4.46073, 0.39036)  0.3006
H (-2.37998, 3.99292, -1.32577)  0.4761
H (1.15722, 0.99066, -2.67762)  0.5107
H (1.43065, -1.59113, -2.03248)  0.4028
H (3.39638, 1.36767, -0.85550)  0.4710
H (5.75536, 1.74289, -1.46481)  0.4245
H (9.43506, 0.45932, -3.47218)  0.4825

Entry 4:
Formula: C3H8O2S
Source: OMol25
Level of theory: ωB97M-V/def2-TZVPD

Results
Relative energy (zero: lowest compared OMol25 entry of this formula, charge and spin) (kcal per mole): 12.6
Kohn-Sham gap (eV): 6.0
Total charge: -2
Strongest force on any atom (eV Å⁻¹): 1.9
Molecular weight (g mol⁻¹): 108.2
Highest occupied orbital energy (eV): 0.1405

Each line ends with the Mulliken charge.
Geometry (Å):
C (0.31180, -0.34295, 0.04327)  -0.2561
O (1.46691, -0.12996, 0.91034)  -0.5131
C (-0.74111, 0.69384, 0.39364)  -0.5832
C (-2.01230, 0.77777, -0.46897)  -0.6915
S (-3.22653, -0.59823, -0.07776)  -0.8169
H (-0.12045, -1.33616, 0.13475)  0.2258
H (0.63148, -0.24617, -0.99476)  0.2939
H (-1.02309, 0.73375, 1.46135)  0.2614
H (-0.23832, 1.67560, 0.41208)  0.2866
H (-2.52766, 1.69067, -0.17250)  0.2266
H (-1.81131, 0.71061, -1.53766)  0.2419
H (2.15861, -0.49190, 0.29260)  0.3525
H (3.49186, -1.86233, 0.17374)  0.1580
O (3.64012, -1.27454, -0.57014)  -1.1860